Below is a structure of composition C25H29CuGeN4O2S2Se in a non-equilibrium geometry, with properties calculated with ωB97M-V/def2-TZVPD.

Each line ends with the Mulliken charge.
Element x y z (Å)
Cu1 0.565 -0.629 -0.708  0.14
S1 0.203 1.059 0.990  -0.35
C1 1.759 0.986 1.652  0.19
N1 2.168 1.848 2.573  -0.69
N2 3.477 1.540 3.068  -0.16
C2 4.403 2.534 2.916  0.39
C3 4.025 3.878 2.712  -0.25
C4 5.015 4.830 2.660  -0.50
C5 6.358 4.495 2.839  -0.36
C6 6.749 3.140 2.953  -0.75
C7 5.754 2.178 2.940  -0.19
N3 2.706 -0.024 1.232  0.00
N4 2.233 -0.990 0.582  -0.13
C8 3.192 -1.973 0.273  0.14
C9 4.584 -1.821 0.419  -0.44
C10 5.423 -2.854 0.004  -0.53
C11 4.887 -3.988 -0.615  -0.42
C12 3.514 -4.136 -0.735  -0.50
C13 2.671 -3.129 -0.257  -0.18
H1 3.824 0.618 2.875  0.38
H2 2.977 4.145 2.599  0.47
H3 4.760 5.887 2.552  0.29
H4 7.074 5.318 2.866  0.32
H5 7.823 2.955 3.029  0.31
H6 6.035 1.123 2.954  0.25
H7 4.960 -0.891 0.827  0.51
H8 6.497 -2.735 0.105  0.33
H9 5.537 -4.737 -1.071  0.33
H10 3.104 -5.037 -1.196  0.37
H11 1.599 -3.215 -0.459  0.46
O1 -2.710 -1.867 -2.632  -0.78
C14 -1.563 -1.976 -2.181  0.32
O2 -1.210 -1.592 -1.041  -0.66
C15 -0.542 -2.715 -3.020  0.71
C16 -1.019 -3.911 -3.561  -0.56
C17 -0.182 -4.826 -4.174  -0.45
C18 1.142 -4.503 -4.353  -0.55
C19 1.609 -3.273 -3.902  -0.70
C20 0.847 -2.377 -3.187  0.48
S2 1.676 -0.922 -2.654  -0.48
H12 -2.093 -4.077 -3.454  0.34
H13 -0.548 -5.770 -4.597  0.31
H14 1.793 -5.203 -4.876  0.33
H15 2.667 -3.031 -4.060  0.32
C21 -6.896 3.679 0.579  -1.18
Ge1 -6.674 1.660 0.746  0.46
C22 -8.456 0.771 0.530  -1.19
C23 -6.186 1.334 2.646  -1.14
C24 -5.310 1.163 -0.538  -0.94
Se1 -3.537 1.431 0.257  0.02
C25 -2.672 1.486 -1.519  -0.83
H16 -7.574 4.031 1.345  0.36
H17 -7.272 3.901 -0.432  0.34
H18 -5.937 4.168 0.719  0.34
H19 -9.222 1.335 1.067  0.34
H20 -8.384 -0.213 0.988  0.37
H21 -8.772 0.685 -0.494  0.35
H22 -6.931 1.860 3.285  0.33
H23 -5.150 1.684 2.876  0.36
H24 -6.301 0.285 2.878  0.36
H25 -5.424 1.800 -1.434  0.34
H26 -5.410 0.142 -0.909  0.50
H27 -3.162 2.306 -2.052  0.43
H28 -2.893 0.539 -2.017  0.14
H29 -1.581 1.627 -1.406  0.21

Summary:
* net charge: -2
* LUMO (spin up / spin down): 4.11 / 4.11 eV
* HOMO-LUMO gap (spin up / spin down): 5.3974 / 5.2815 eV
* max |F|: 1.806 eV/A
* relative energy (zero: lowest compared OMol25 entry of this formula, charge and spin): 0.0 kJ/mol